# 1
The following is a DFT calculation (ωB97M-V/def2-TZVPD) of a molecular structure, C20H13NO7PbTe.

Geometry (Å):
1 Pb 0.27375 -1.10441 -0.54711
2 O 0.77613 -4.43746 2.58942
3 C 0.49734 -3.66138 1.66531
4 O 1.20636 -2.71723 1.18779
5 C -0.87496 -3.84570 1.01232
6 C -1.93902 -4.44273 1.66862
7 C -3.16253 -4.50103 1.01615
8 C -3.28669 -3.98654 -0.26690
9 C -2.17363 -3.41061 -0.85606
10 N -1.00600 -3.35707 -0.21770
11 C -2.21798 -2.76314 -2.24615
12 O -3.15733 -3.10798 -2.97878
13 O -1.28722 -1.93360 -2.48482
14 H -1.78782 -4.82986 2.66629
15 H -4.02214 -4.93645 1.51266
16 H -4.21690 -4.00619 -0.81687
17 Te 2.27977 0.99219 -1.09083
18 C 4.00691 1.15291 -2.32500
19 C 4.19121 2.31803 -3.08087
20 C 5.32334 2.49833 -3.86827
21 C 6.30761 1.51572 -3.92135
22 C 6.13706 0.35219 -3.18062
23 C 5.00129 0.17343 -2.39649
24 H 3.43159 3.09180 -3.04230
25 H 5.43773 3.41131 -4.44367
26 H 7.19133 1.65412 -4.53376
27 H 6.89718 -0.42122 -3.20781
28 H 4.88356 -0.74163 -1.82637
29 O -0.35448 3.42216 1.20032
30 C -1.50067 3.27549 1.88069
31 C -2.05222 4.40748 2.49208
32 C -3.22906 4.31464 3.21296
33 C -3.88271 3.08927 3.33925
34 C -3.33322 1.97117 2.72809
35 C -2.14950 2.04211 1.99781
36 C -1.60551 0.78242 1.35472
37 O -2.26323 -0.25916 1.42362
38 O -0.47736 0.90572 0.73995
39 H -0.08413 2.53003 0.88214
40 H -1.52664 5.35067 2.38414
41 H -3.63806 5.20308 3.68494
42 H -4.80571 3.01027 3.90334
43 H -3.80745 0.99884 2.78913

Cartesian forces (eV/Å) of the 2 atoms listed first:
-0.82 -0.98 0.28
0.00 0.23 -0.18

As for the net charge: -2. The value obtained for the LUMO energy is 4.37 eV. The HOMO energy comes out at -1.739 eV.


# 2
The following is a DFT calculation (ωB97M-V/def2-TZVPD) of a molecular structure, C20H14BrF6N5O6S6SbTi.

Geometry (Å):
1 Ti -0.53643 -0.03373 -0.40463
2 O -5.96093 0.85485 0.36452
3 C -5.79527 -0.42802 0.73332
4 C -6.91084 -1.12925 1.18973
5 C -6.79561 -2.45065 1.58192
6 C -5.56704 -3.10084 1.52891
7 C -4.45757 -2.40806 1.07701
8 C -4.54973 -1.07701 0.67639
9 C -3.33448 -0.37602 0.21960
10 O -2.20262 -0.98776 0.24555
11 N -3.41490 0.87125 -0.15315
12 N -2.14079 1.30718 -0.40914
13 C -1.96711 2.58884 -0.63127
14 C -0.62013 2.98207 -0.69501
15 C -0.18184 4.30376 -0.90472
16 C 1.15506 4.57970 -0.90032
17 C 2.06598 3.52550 -0.69644
18 C 1.58115 2.25787 -0.51353
19 N 0.26518 1.95711 -0.48910
20 H -5.06654 1.19684 0.09395
21 H -7.85964 -0.60899 1.22805
22 H -7.67398 -2.97886 1.93492
23 H -5.47419 -4.13355 1.83817
24 H -3.48550 -2.88216 1.02529
25 H -2.80275 3.27573 -0.67295
26 H -0.92266 5.07813 -1.05716
27 H 1.50819 5.59250 -1.05047
28 H 3.13340 3.69127 -0.68613
29 H 2.26004 1.42896 -0.38390
30 F 2.51979 -0.77268 4.46294
31 C 1.81761 -1.13507 3.38489
32 F 0.54971 -1.34611 3.76429
33 F 2.31620 -2.25154 2.89540
34 S 1.86547 0.21480 2.13042
35 O 1.08245 -0.35797 1.04161
36 O 3.24763 0.45787 1.88162
37 N 1.22166 1.45376 2.83668
38 S -0.33062 1.74352 2.90044
39 O -0.58334 3.13890 2.72301
40 O -1.14080 0.78750 2.19526
41 C -0.72306 1.45629 4.71662
42 F -1.74101 0.60492 4.83629
43 F 0.31660 0.96530 5.39125
44 F -1.07759 2.60776 5.29578
45 S 3.41634 -4.54702 0.66354
46 Sb 3.67824 -3.32606 -1.24133
47 S 1.15485 -0.42364 -2.17746
48 S -0.82322 -0.16036 -2.65504
49 S 3.26597 -4.68548 -3.02832
50 Br -0.51464 -5.00620 2.85754
51 C -0.31431 -4.31370 1.10476
52 C -0.08148 -5.15978 0.03618
53 C 0.05456 -4.58597 -1.21110
54 C -0.02088 -3.20694 -1.33201
55 N -0.22515 -2.40108 -0.29200
56 C -0.38021 -2.95037 0.91387
57 H 0.02159 -6.22518 0.18435
58 H 0.29031 -5.18023 -2.08216
59 H 0.12240 -2.72570 -2.28828
60 H -0.57285 -2.28323 1.74169

Cartesian forces (eV/Å) of the 2 atoms listed first:
-0.03 -0.43 -0.70
-0.04 -0.02 0.02

As for the net charge: -2. The value obtained for the LUMO energy (spin up / spin down) is 4.05 / 3.78 eV. The multiplicity is 2. Its expectation value of S² is 0.7652. The HOMO energy (spin up / spin down) comes out at -1.588 / -2.128 eV.


# 3
The following is a DFT calculation (ωB97M-V/def2-TZVPD) of a molecular structure, C20H14Cl5F3N3O5PrS.

Geometry (Å):
1 Pr -0.52699 0.64213 -0.10284
2 O 0.88139 -3.63078 1.24289
3 C 0.25273 -2.47298 1.19009
4 O 0.58317 -1.57399 0.44764
5 C -0.92551 -2.37035 2.14994
6 O -1.87363 -1.43001 1.70585
7 C -2.71876 -1.85824 0.61902
8 C -2.31312 -0.91142 -0.53690
9 O -2.76000 0.25470 -0.49358
10 O -1.39046 -1.26469 -1.29679
11 H 1.62908 -3.66153 0.61775
12 H -0.53840 -1.98634 3.10524
13 H -1.35530 -3.36549 2.30891
14 H -3.76100 -1.68954 0.90972
15 H -2.54830 -2.90692 0.36426
16 F -0.67898 0.52802 5.59780
17 C -0.92242 1.82055 5.33200
18 F 0.26858 2.44031 5.28232
19 F -1.53755 2.30679 6.42878
20 C -1.73849 2.02810 4.08882
21 C -2.95083 2.68612 4.14739
22 C -3.66920 2.87946 2.97209
23 C -3.13314 2.39394 1.79161
24 N -1.96166 1.77533 1.70942
25 C -1.24047 1.57935 2.84061
26 S 0.26899 0.80780 2.66280
27 H -3.34611 3.02293 5.09595
28 H -4.61122 3.40316 2.97672
29 H -3.66904 2.48872 0.85571
30 Cl 3.16172 0.12382 -0.46287
31 C 2.49655 0.62109 -1.98577
32 C 1.12481 0.87383 -1.95302
33 C 0.58686 1.27782 -3.17790
34 Cl -1.12741 1.58758 -3.13736
35 C 1.32138 1.43686 -4.34588
36 Cl 0.58387 1.96062 -5.80551
37 C 2.69043 1.17044 -4.30890
38 Cl 3.64144 1.35739 -5.72471
39 C 3.29091 0.75838 -3.11866
40 Cl 4.97492 0.44363 -3.06691
41 C 0.54068 6.53216 -1.48668
42 N 0.37611 5.34738 -0.69416
43 C 0.65092 5.23657 0.63631
44 C 0.39629 3.93945 0.97207
45 N -0.03542 3.25410 -0.13312
46 C -0.03093 4.13761 -1.11426
47 H 0.31169 7.41294 -0.88874
48 H -0.12645 6.50553 -2.34489
49 H 1.56903 6.61361 -1.84283
50 H 0.98896 6.06486 1.22724
51 H 0.50627 3.46804 1.93159
52 H -0.31789 3.94330 -2.13075

Cartesian forces (eV/Å) of the 2 atoms listed first:
2.20 1.84 1.05
0.20 -0.53 0.12

The value obtained for the LUMO energy (spin up / spin down) is 0.29 / 0.29 eV. The multiplicity is 3. Its expectation value of S² is 2.0025. The HOMO energy (spin up / spin down) comes out at -7.905 / -7.916 eV.


# 4
The following is a DFT calculation (ωB97M-V/def2-TZVPD) of a molecular structure, C20H14Cl5N7O3S3SeY.

Geometry (Å):
1 Y -0.18795 0.25799 0.02352
2 N -3.71967 1.76342 0.89791
3 C -2.74249 2.37215 1.58386
4 N -1.47274 2.05520 1.51596
5 C -0.73747 2.80092 2.42118
6 C -1.42571 3.74019 3.10624
7 S -3.08832 3.70210 2.64927
8 C 0.65550 2.42316 2.66703
9 C 1.46220 2.97513 3.60194
10 S 2.97711 2.16171 3.62237
11 C 2.41525 1.12354 2.35214
12 N 1.19639 1.36482 1.95988
13 N 3.21100 0.14506 1.82135
14 H -3.44441 0.96403 0.33126
15 H -4.66520 1.81788 1.22713
16 H -1.07207 4.40303 3.87617
17 H 1.24109 3.76777 4.29479
18 H 4.16938 0.16638 2.12977
19 H 3.09152 0.10080 0.79921
20 N 0.96241 -1.86773 0.60953
21 C 1.59108 -2.45563 -0.58633
22 C 1.16739 -1.76706 -1.89278
23 O 1.81104 -2.03465 -2.90110
24 O 0.17018 -0.96360 -1.81035
25 H 1.64385 -1.74355 1.35172
26 H 0.26508 -2.50133 0.99117
27 H 1.35465 -3.51778 -0.67736
28 H 2.67498 -2.37272 -0.52016
29 O 2.13842 0.43274 -0.61054
30 N 2.47427 1.07516 -1.72441
31 C 3.42684 0.52658 -2.50560
32 C 3.86623 1.15942 -3.63416
33 C 3.28682 2.38439 -3.97560
34 C 2.28991 2.90432 -3.19232
35 C 1.83556 2.23792 -2.03770
36 S 0.55248 2.79352 -1.06555
37 H 3.76863 -0.44228 -2.17863
38 H 4.62033 0.68838 -4.24606
39 H 3.60533 2.91010 -4.86649
40 H 1.79677 3.83186 -3.44320
41 Se -1.52600 -0.67186 2.67126
42 C -1.22168 -2.47207 2.74760
43 N -0.96770 -3.60343 2.74110
44 Cl -2.23091 -2.50816 -0.38562
45 C -2.88113 -1.29376 -1.46039
46 C -2.47047 0.02691 -1.29154
47 C -3.05925 0.91894 -2.18302
48 Cl -2.68213 2.62029 -2.05146
49 C -3.96348 0.54948 -3.18028
50 Cl -4.64868 1.71807 -4.25696
51 C -4.32427 -0.78629 -3.30426
52 Cl -5.44828 -1.27877 -4.51940
53 C -3.78038 -1.72371 -2.43124
54 Cl -4.23718 -3.38412 -2.56735

Cartesian forces (eV/Å) of the 2 atoms listed first:
-0.09 0.09 0.10
0.02 -0.01 -0.01

As for the net charge: -1. The value obtained for the LUMO energy is 2.00 eV. The HOMO energy comes out at -5.265 eV.